Version one
ORCA calculation (ωB97M-V with the def2-TZVPD basis set) on 2 unconnected molecules or ions with the total composition C5H6.

frontier orbital gap (spin up / spin down) = 8.5 / 7.9 eV
E_HOMO (spin up / spin down) = -9.02 / -9.11 eV

ORCA input file:
```
! RIJCOSX wB97M-V def2-TZVPD def2/J DEFGRID3
* xyz 0 1
C -0.6580 -0.5935 -1.4530
C -1.5436 -0.6827 -2.3381
C 0.9002 -0.4173 -1.2566
C -0.0170 -0.8207 -0.1753
C -0.3425 1.2118 2.0825
H 1.6586 -0.9387 -1.8003
H 1.2640 0.6865 -1.3034
H -0.3717 -1.7319 0.3025
H -0.1376 1.2711 1.0316
H 0.5875 1.1444 2.7243
H -1.3399 0.8709 2.1859
*
```

Want to see where the charge sits? The Mulliken charges in e are: C 0.44; C -0.18; C -0.36; C -0.66; C -0.86; H 0.27; H 0.18; H 0.29; H 0.26; H 0.29; H 0.35


Version two
ORCA calculation (ωB97M-V with the def2-TZVPD basis set) on C5H6 in the gas phase.

SMILES = C1=C[C@H]2C[C@@H]12
frontier orbital gap = 10.1 eV
E_HOMO = -8.77 eV

ORCA input file:
```
! RIJCOSX wB97M-V def2-TZVPD def2/J DEFGRID3
* xyz 0 1
C 0.5808 -0.2192 0.5724
C 1.1705 0.6559 -0.4705
C -0.9062 0.1360 0.8240
C -0.3908 -0.6932 -0.3938
C 0.3260 0.2867 -1.4366
H 1.2605 -0.7323 1.3623
H 2.0044 1.4235 -0.4533
H -1.3344 -0.4208 1.6493
H -1.0922 1.0860 0.5273
H -0.8358 -1.6341 -0.6845
H 0.1941 0.4612 -2.5107
*
```

Want to see where the charge sits? The Mulliken charges in e are: C -0.16; C -0.40; C -0.67; C -0.24; C -0.51; H 0.30; H 0.33; H 0.26; H 0.32; H 0.39; H 0.38


Relative energies with respect to the most stable structure, expressed in hartree: version one 0.2193; version two 0.0000.